Model i:
{"formula": "H7O4", "method": "ωB97M-V/def2-TZVPD", "total_charge": -1, "gap_ev": 8.97, "homo_ev": -4.578, "symbols": ["O", "H", "O", "H", "H", "O", "H", "H", "O", "H", "H"], "positions_angstrom": [[-0.24735, -0.10737, -0.96136], [-0.32407, -0.96160, -1.39052], [0.31941, 0.45191, 1.67027], [-0.45106, 1.01683, 1.75603], [0.31775, 0.27240, 0.69334], [1.55181, 1.69665, -1.60987], [0.93378, 0.93749, -1.35076], [1.35734, 2.42197, -1.01423], [-1.14229, -2.28292, 0.62426], [-0.91929, -1.48230, 0.09463], [-1.39602, -1.96305, 1.48822]]}



Model ii:
{"formula": "H7O4", "method": "ωB97M-V/def2-TZVPD", "total_charge": -1, "gap_ev": 8.98, "homo_ev": -4.365, "symbols": ["O", "H", "O", "H", "H", "O", "H", "H", "O", "H", "H"], "positions_angstrom": [[0.19447, -0.57725, -0.70736], [0.22567, -1.20795, -1.40871], [0.90969, 2.27249, -1.53211], [0.81202, 1.97299, -0.63424], [0.74078, 1.40447, -1.91926], [0.62193, 0.25578, 1.84294], [0.53178, 0.43871, 0.87536], [0.84048, -0.67251, 1.76866], [-1.93537, -1.55070, 0.38822], [-1.07513, -1.12583, 0.05644], [-1.86632, -1.21021, 1.27004]]}



Model iii:
{"formula": "H7O4", "method": "ωB97M-V/def2-TZVPD", "total_charge": -1, "gap_ev": 9.36, "homo_ev": -4.872, "symbols": ["O", "H", "O", "H", "H", "O", "H", "H", "O", "H", "H"], "positions_angstrom": [[0.69848, 0.24251, -0.18791], [1.48572, 0.48827, 0.31786], [0.56016, -2.26788, 0.55251], [0.62162, -1.28283, 0.30406], [0.23222, -2.68793, -0.25044], [-1.67747, -0.03731, 1.19593], [-1.51849, -0.91244, 1.57182], [-0.76543, 0.22722, 0.94694], [0.37265, 2.40019, -1.60150], [0.53548, 1.57954, -1.01275], [-0.54493, 2.25067, -1.83652]]}



List of relative energies, unit eV: model i 0.263; model ii 0.511; model iii 0.000



Model i:
{"formula": "CH12O6", "method": "ωB97M-V/def2-TZVPD", "total_charge": 0, "gap_ev": 11.06, "smiles": "C=O.O.O.O.O.O", "homo_ev": -10.409, "symbols": ["C", "O", "H", "H", "O", "H", "H", "O", "H", "H", "O", "H", "H", "O", "H", "H", "O", "H", "H"], "positions_angstrom": [[2.96076, 0.88270, 1.05437], [1.88776, 1.29834, 1.35225], [3.15954, 0.48999, 0.04887], [3.75235, 0.66238, 1.79252], [-0.88955, -2.07284, -0.07567], [-1.45882, -1.53862, 0.49864], [-1.41060, -2.81692, -0.37642], [-0.39152, 1.18991, -2.26714], [-0.93278, 1.29986, -3.05456], [-0.02744, 0.29603, -2.29147], [-1.19972, 1.87865, 0.58099], [-0.94786, 1.63544, -0.33134], [-0.30366, 1.76754, 0.96171], [1.44348, -1.36900, -1.11336], [1.50576, -2.32563, -1.01574], [0.89492, -1.14772, -0.35092], [-2.63713, -0.42509, 1.41192], [-2.13321, 0.37249, 1.12933], [-3.27226, -0.07750, 2.04602]]}



Model ii:
{"formula": "CH12O6", "method": "ωB97M-V/def2-TZVPD", "total_charge": 0, "gap_ev": 10.68, "smiles": "C=O.O.O.O.O.O", "homo_ev": -11.105, "symbols": ["C", "O", "H", "H", "O", "H", "H", "O", "H", "H", "O", "H", "H", "O", "H", "H", "O", "H", "H"], "positions_angstrom": [[2.50508, 0.24158, -2.16520], [1.76192, -0.74396, -2.42896], [2.19357, 1.26043, -2.33047], [3.33126, 0.24840, -1.49811], [-1.90196, -0.16695, 2.96723], [-1.38668, 0.56209, 2.70930], [-1.51968, -0.77887, 2.39158], [-1.55086, 0.43296, 0.06120], [-1.08609, -0.20403, -0.52292], [-1.00119, 0.25299, 0.74690], [2.03613, -1.03174, 0.45208], [1.60010, -0.23717, 0.14484], [1.61552, -1.72846, -0.05997], [-0.95809, -2.47912, -1.14622], [-0.01054, -2.36908, -1.27460], [-1.16212, -3.33786, -0.74173], [-1.36599, 3.68504, 1.35557], [-1.22840, 3.27686, 2.21895], [-0.54536, 4.03542, 1.12016]]}



List of relative energies, unit eV: model i 0.000; model ii 2.031



Model i:
{"formula": "C9H9NO2", "method": "ωB97M-V/def2-TZVPD", "total_charge": 0, "gap_ev": [6.81, 8.50], "multiplicity": 3, "s2": 2.008, "homo_ev": [-6.147, -10.011], "symbols": ["C", "C", "C", "C", "C", "C", "C", "C", "C", "N", "O", "O", "H", "H", "H", "H", "H", "H", "H", "H", "H"], "positions_angstrom": [[-0.32623, 1.96777, -0.73891], [0.51244, 1.12384, -1.32944], [-0.13531, 1.51897, 0.68048], [1.00345, 0.58762, -0.01697], [0.54846, 0.44747, -2.65433], [-0.86553, 0.14869, 1.03703], [0.29874, -0.58428, 0.42913], [-1.08399, -0.08755, 2.54145], [0.73287, -1.82348, 0.63305], [0.58923, -0.92306, -2.48956], [0.59277, 1.06545, -3.71361], [1.18256, 1.50802, 0.92420], [-1.13193, 2.62113, -1.21485], [-1.75628, 0.10785, 0.40440], [-1.76236, -0.89205, 2.77136], [-1.57762, 0.74023, 3.09828], [-0.11354, -0.26610, 3.02028], [1.62842, -2.11569, 0.30654], [0.79080, -1.28127, -1.60188], [0.02127, -2.43369, 1.21143], [0.85178, -1.42985, -3.29806]]}



Model ii:
{"formula": "C9H9NO2", "method": "ωB97M-V/def2-TZVPD", "total_charge": 0, "gap_ev": [6.06, 7.38], "multiplicity": 3, "s2": 2.008, "homo_ev": [-5.293, -9.795], "symbols": ["C", "C", "C", "C", "C", "C", "C", "C", "C", "N", "O", "O", "H", "H", "H", "H", "H", "H", "H", "H", "H"], "positions_angstrom": [[-0.92857, -2.06334, -0.15335], [-1.67581, 0.89837, -1.29448], [-1.57940, 0.79929, 1.22359], [-0.74398, 0.01197, -1.42266], [-0.58580, -0.08830, 1.34428], [2.01559, -0.05884, 0.04920], [-2.38152, 1.12726, -0.04544], [-0.17936, -0.81583, -0.33346], [3.41260, -0.48225, 0.30142], [-1.52827, -3.03763, -0.11532], [1.48109, 1.00630, 0.11691], [1.22204, -1.09809, -0.29621], [-2.04208, 1.32974, -2.13076], [-1.87660, 1.38191, 2.13556], [-0.18520, 0.25115, -2.31706], [0.06446, -0.51429, 2.17102], [-2.55287, 2.28049, -0.01984], [-3.27590, 0.52378, -0.22054], [3.60681, -1.47467, 0.61889], [3.83779, 0.24035, 0.97916], [3.89496, -0.21737, -0.59091]]}



List of relative energies, unit eV: model i 0.430; model ii 0.000